Entry a
{"formula": "C7H8N4", "method": "ωB97M-V/def2-TZVPD", "total_charge": 0, "gap_ev": 10.0, "spin_multiplicity": 1, "elements": ["N", "N", "N", "N", "C", "C", "C", "C", "C", "C", "C", "H", "H", "H", "H", "H", "H", "H", "H"], "positions_angstrom": [[-4.696, 1.294, -1.032], [-1.446, 0.965, -0.068], [2.825, -1.117, -0.689], [-1.550, -1.235, 0.068], [0.748, -0.228, 0.145], [-0.753, -0.255, 0.131], [1.392, 0.642, 0.919], [3.457, -0.238, 0.046], [1.529, -1.201, -0.529], [-4.755, 0.206, -0.738], [2.844, 0.782, 0.833], [0.886, -1.805, -1.125], [-0.950, 1.799, -0.560], [-1.176, -2.120, 0.367], [-4.614, -0.818, -0.394], [-2.409, 0.708, -0.484], [4.531, -0.198, -0.155], [3.278, 1.460, 1.543], [0.859, 1.358, 1.721]], "nbo_charge": [-0.327, -0.838, -0.411, -0.733, -0.197, 0.442, -0.137, 0.042, 0.083, 0.076, -0.255, 0.195, 0.389, 0.345, 0.256, 0.415, 0.193, 0.230, 0.232]}

Entry b
{"formula": "C7H8N4", "method": "ωB97M-V/def2-TZVPD", "total_charge": 0, "gap_ev": 8.6, "spin_multiplicity": 1, "elements": ["N", "N", "N", "N", "C", "C", "C", "C", "C", "C", "C", "H", "H", "H", "H", "H", "H", "H", "H"], "positions_angstrom": [[1.313, 0.291, 2.412], [-0.418, 1.979, -1.974], [-0.264, -1.943, 1.924], [-0.990, 1.410, -3.055], [0.797, 0.122, 1.088], [-0.527, -0.180, -1.438], [-0.106, 1.071, -1.005], [-1.001, 0.088, -2.743], [0.749, 1.178, 0.159], [-0.450, -1.380, -0.546], [-0.075, -1.100, 0.707], [1.824, 1.173, 2.444], [1.962, -0.513, 2.833], [-1.469, -0.723, -3.286], [1.145, 2.123, 0.206], [-0.359, 2.963, -1.943], [-1.032, -2.257, -0.559], [-0.720, -2.990, 1.994], [-0.377, -1.313, 2.783]], "nbo_charge": [-0.832, -0.343, -0.907, -0.246, 0.161, -0.128, 0.114, -0.055, -0.285, -0.278, 0.180, 0.379, 0.395, 0.204, 0.204, 0.403, 0.221, 0.410, 0.403]}

Entry c
{"formula": "C7H8N4", "method": "ωB97M-V/def2-TZVPD", "total_charge": 0, "gap_ev": 8.7, "spin_multiplicity": 1, "elements": ["N", "N", "N", "N", "C", "C", "C", "C", "C", "C", "C", "H", "H", "H", "H", "H", "H", "H", "H"], "positions_angstrom": [[0.304, 2.257, -1.853], [-1.507, -1.527, 2.245], [-1.842, -0.367, 1.664], [2.278, 0.432, -1.933], [-0.944, -0.013, 0.706], [1.132, -0.928, -0.226], [-0.414, -1.953, 1.645], [0.177, 1.162, -0.993], [0.017, -1.053, 0.624], [-0.877, 1.091, -0.126], [1.229, 0.223, -1.002], [2.960, -0.317, -1.810], [0.665, 1.964, -2.759], [-0.565, 2.798, -1.965], [2.698, 1.342, -1.711], [-1.627, 1.852, -0.135], [-2.618, 0.208, 2.052], [1.901, -1.685, -0.224], [0.032, -2.893, 1.915]], "nbo_charge": [-0.813, -0.241, -0.378, -0.821, 0.201, -0.214, -0.044, 0.149, -0.173, -0.311, 0.107, 0.372, 0.386, 0.374, 0.375, 0.206, 0.408, 0.211, 0.205]}

Computed stability ranking, most favorable first: entry c, entry a, entry b

Entry a
{"formula": "C5H17N2", "method": "ωB97M-V/def2-TZVPD", "total_charge": 1, "gap_ev": 11.8, "spin_multiplicity": 1, "elements": ["N", "N", "C", "C", "C", "C", "C", "H", "H", "H", "H", "H", "H", "H", "H", "H", "H", "H", "H", "H", "H", "H", "H", "H"], "positions_angstrom": [[-1.502, 0.463, -0.240], [0.681, -0.963, -0.709], [1.174, -3.337, -0.105], [-1.096, 1.849, 0.134], [-0.410, 1.811, 1.487], [0.897, -1.940, 0.414], [-0.207, 2.453, -0.941], [-0.061, 3.507, -0.727], [-0.051, 2.803, 1.750], [0.562, -1.457, -1.590], [2.036, -3.342, -0.775], [-2.077, 0.090, 0.509], [1.475, -0.336, -0.815], [1.395, -4.005, 0.724], [-0.638, 2.377, -1.934], [-1.991, 2.469, 0.221], [-0.298, -0.335, -0.529], [0.783, 2.000, -0.955], [-0.009, -1.917, 1.026], [-1.078, 1.478, 2.279], [-2.074, 0.483, -1.079], [0.457, 1.147, 1.477], [1.715, -1.561, 1.018], [0.315, -3.737, -0.640]], "nbo_charge": [-0.816, -0.749, -0.633, -0.051, -0.620, -0.219, -0.622, 0.244, 0.242, 0.416, 0.223, 0.396, 0.419, 0.251, 0.221, 0.203, 0.443, 0.191, 0.208, 0.223, 0.396, 0.193, 0.220, 0.221]}

Entry b
{"formula": "C5H17N2", "method": "ωB97M-V/def2-TZVPD", "total_charge": 1, "gap_ev": 8.2, "spin_multiplicity": 1, "elements": ["N", "N", "C", "C", "C", "C", "C", "H", "H", "H", "H", "H", "H", "H", "H", "H", "H", "H", "H", "H", "H", "H", "H", "H"], "positions_angstrom": [[-0.346, 0.206, -2.822], [0.270, -1.237, 3.253], [0.932, 0.852, -3.227], [-0.605, -1.026, -3.617], [0.525, 0.007, 3.981], [-1.487, 1.158, -2.911], [0.707, -0.143, 5.492], [1.435, 0.464, 3.545], [-1.301, 2.048, -2.287], [1.562, -0.805, 5.708], [-0.572, -1.691, 3.624], [0.894, 0.838, 5.961], [1.132, 1.741, -2.604], [1.775, 0.149, -3.118], [-2.421, 0.679, -2.571], [-0.200, -0.581, 5.941], [-0.252, -0.079, -1.822], [0.229, -1.740, -3.511], [-0.324, 0.688, 3.778], [0.871, 1.168, -4.282], [-1.534, -1.518, -3.281], [-1.619, 1.483, -3.957], [-0.711, -0.765, -4.683], [1.040, -1.896, 3.410]], "nbo_charge": [-0.343, -0.846, -0.429, -0.429, -0.215, -0.429, -0.627, 0.180, 0.245, 0.204, 0.352, 0.217, 0.245, 0.245, 0.245, 0.204, 0.444, 0.245, 0.180, 0.238, 0.245, 0.238, 0.238, 0.352]}

Computed stability ranking, most favorable first: entry a, entry b

Entry a
{"formula": "C2H4ClNO2", "method": "ωB97M-V/def2-TZVPD", "total_charge": 0, "gap_ev": 10.7, "spin_multiplicity": 1, "elements": ["Cl", "O", "O", "N", "C", "C", "H", "H", "H", "H"], "positions_angstrom": [[2.073, 2.163, -0.428], [0.192, 2.410, -2.664], [-0.240, -1.175, 0.698], [0.408, 1.797, -0.402], [-0.248, 2.029, -1.465], [0.844, -1.542, 1.066], [1.482, -1.115, 1.859], [1.055, 2.665, -2.392], [1.442, -2.428, 0.704], [-1.294, 1.878, -1.424]], "nbo_charge": [0.065, -0.635, -0.481, -0.483, 0.389, 0.292, 0.099, 0.479, 0.090, 0.185]}

Entry b
{"formula": "C2H4ClNO2", "method": "ωB97M-V/def2-TZVPD", "total_charge": 0, "gap_ev": 10.6, "spin_multiplicity": 1, "elements": ["Cl", "O", "O", "N", "C", "C", "H", "H", "H", "H"], "positions_angstrom": [[-2.448, -0.317, -0.553], [1.199, -1.285, -0.391], [-0.188, 1.967, -0.398], [1.143, 0.142, -0.514], [-1.005, -0.009, 0.593], [0.030, 0.838, -0.046], [-1.463, 0.499, 1.509], [-0.650, -1.003, 0.851], [1.530, 0.449, -1.414], [1.851, -1.281, 0.362]], "nbo_charge": [-0.063, -0.544, -0.543, -0.371, -0.445, 0.606, 0.247, 0.240, 0.395, 0.478]}

Computed stability ranking, most favorable first: entry b, entry a